Entry from OMol25: C5H8O in the gas phase in a non-equilibrium geometry (ωB97M-V with the def2-TZVPD basis set).

Bonds (Å) are listed after each position.
Geometry (Å):
1 C -0.82 -0.31 -1.43  C2 1.323, C3 1.471, H7 1.133
2 C -0.06 0.70 -1.05  C1 1.323, C4 1.566, H8 1.116
3 C -0.49 -1.19 -0.29  C1 1.471, C4 1.658, H9 1.190, H10 1.068
4 C 0.47 0.04 0.27  C2 1.566, C3 1.658, C5 1.523, O6 1.389
5 C -0.06 0.80 1.48  C4 1.523, H11 1.100, H12 1.094, H13 1.021
6 O 1.79 -0.41 0.24  C4 1.389, H14 0.904
7 H -1.42 -0.40 -2.38  C1 1.133
8 H 0.10 1.68 -1.56  C2 1.116
9 H -1.40 -1.62 0.33  C3 1.190
10 H -0.03 -2.12 -0.55  C3 1.068
11 H 0.46 0.32 2.32  C5 1.100
12 H -1.14 0.81 1.67  C5 1.094
13 H 0.23 1.76 1.31  C5 1.021
14 H 2.36 -0.06 -0.36  O6 0.904

Its SMILES is C[C@]1(O)C=CC1. As for the energy above the lowest of the compared OMol25 structures with the same formula, charge and spin: 2.826 eV. As for the energy: -7359.4291 eV. Its LUMO energy is 1.02 eV. As for the charge: 0.

Löwdin population analysis, charges in e, atoms 1 to 2:
1 C -0.11
2 C -0.05